Run one
C5H6NO | ωB97M-V with the def2-TZVPD basis set

Geometry as XYZ:
```
13
Properties=species:S:1:pos:R:3:mulliken_charge:R:1
C 0.376 -0.235 -0.356 0.291
C 1.809 -1.462 1.793 -0.057
C 0.688 -0.659 0.949 0.509
C -0.533 -0.288 1.898 -1.156
C -0.370 0.693 -2.593 -0.623
N 0.104 0.264 -1.359 0.163
O 1.885 -0.201 1.662 -0.085
H -0.965 0.796 1.893 0.333
H -0.150 -0.352 3.010 0.299
H -1.445 -0.844 1.877 0.378
H -0.597 -0.229 -3.160 0.335
H 0.415 1.047 -3.273 0.301
H -1.219 1.469 -2.341 0.312
```

Net charge   +1
E_LUMO   -4.83 eV
HOMO energy   -0.5472 hartree

---

Run two
C5H6NO | ωB97M-V with the def2-TZVPD basis set

Geometry as XYZ:
```
13
Properties=species:S:1:pos:R:3:mulliken_charge:R:1
C 1.598 1.534 1.506 -0.096
C 1.578 1.691 0.165 -0.584
C 0.871 0.550 2.187 0.045
C 0.046 -0.788 0.432 0.496
C -1.392 -1.742 -1.342 -0.554
N 0.206 -0.283 1.478 -0.052
O -0.184 -1.539 -0.505 -0.252
H 2.203 2.307 1.958 0.348
H 1.476 1.172 -0.822 0.342
H 0.765 0.438 3.312 0.385
H -1.538 -2.734 -1.365 0.289
H -1.181 -1.394 -2.308 0.308
H -2.336 -1.168 -0.931 0.326
```

Net charge   +1
E_LUMO (alpha / beta)   -4.94 / -6.08 eV
HOMO energy (alpha / beta)   -0.4694 / -0.4973 hartree

---

Unit: hartree. Relative energies: run one 0.0000; run two 0.0394.

---

Run one
C2H4FNO3 | ωB97M-V with the def2-TZVPD basis set

Geometry as XYZ:
```
11
Properties=species:S:1:pos:R:3:mulliken_charge:R:1
C -0.682 -0.326 -0.179 -0.921
C 0.050 0.979 -0.252 0.833
O 0.076 1.862 0.573 -0.547
F 0.730 1.288 -1.405 -0.250
H -1.706 0.062 -0.385 0.294
H -0.281 -1.126 -0.827 0.299
H -0.765 -0.663 0.756 0.352
O 2.720 -1.095 -0.622 -0.431
N 2.240 -0.166 -0.026 0.365
O 3.093 0.555 0.750 -0.369
H 2.645 1.339 1.081 0.377
```

Structure (SMILES)   CC(=O)F.O=NO
Net charge   0
E_LUMO   -0.01 eV
HOMO energy   -0.3911 hartree

---

Run two
C2H4FNO3 | ωB97M-V with the def2-TZVPD basis set

Geometry as XYZ:
```
11
Properties=species:S:1:pos:R:3:mulliken_charge:R:1
C -1.329 -0.371 -0.233 -1.162
C -0.126 0.283 0.224 0.822
N 1.293 -0.333 -0.148 1.055
O 1.357 -1.284 -0.840 -0.541
O 2.167 0.163 0.516 -0.668
O -0.044 0.949 1.347 -0.340
F 0.814 1.387 -1.294 -0.602
H -1.414 -0.344 -1.311 0.341
H -1.364 -1.380 0.041 0.343
H -2.286 -0.095 0.246 0.347
H 0.931 1.028 1.451 0.404
```

Net charge   0
E_LUMO (alpha / beta)   -1.18 / -1.18 eV
HOMO energy (alpha / beta)   -0.4095 / -0.4094 hartree

---

Unit: hartree. Relative energies: run one 0.0000; run two 0.0830.

---

Run one
C16H12MoN3O8S3 | ωB97M-V with the def2-TZVPD basis set

Geometry as XYZ:
```
43
Properties=species:S:1:pos:R:3:mulliken_charge:R:1
Mo -0.370 -0.124 0.130 0.888
O 2.323 1.289 1.554 -0.596
S 1.171 1.518 2.366 1.675
O 0.990 2.776 3.005 -0.694
O -0.115 1.248 1.500 -0.632
C 1.053 0.263 3.643 -0.241
C 1.256 0.745 4.926 -0.614
C 1.264 -0.113 6.018 -0.630
C 1.060 -1.469 5.839 -0.664
C 0.845 -1.969 4.564 -0.700
C 0.843 -1.115 3.470 0.554
S 0.533 -1.915 1.929 1.762
O -0.895 -1.517 1.503 -0.595
O 0.718 -3.309 2.065 -0.615
O 1.317 -1.202 0.879 -0.509
H 1.410 1.805 5.063 0.542
H 1.433 0.291 7.006 0.415
H 1.067 -2.146 6.682 0.414
H 0.690 -3.027 4.408 0.523
O 0.457 -1.750 -3.492 -0.613
C 0.404 -1.050 -2.520 0.470
O -0.339 -1.280 -1.447 -0.637
C 1.146 0.251 -2.402 0.724
C 2.080 0.665 -3.324 -0.841
C 2.669 1.908 -3.136 -0.228
C 2.283 2.689 -2.058 -0.992
C 1.343 2.199 -1.170 -0.261
N 0.795 0.990 -1.339 0.364
H 2.325 0.017 -4.152 0.551
H 3.417 2.269 -3.829 0.454
H 2.706 3.668 -1.892 0.449
H 1.021 2.770 -0.312 0.655
S -2.621 0.666 -0.425 -0.448
C -2.877 0.102 -2.038 0.528
N -3.990 -0.648 -2.246 -0.062
C -4.322 -1.136 -3.458 -0.093
C -3.498 -0.885 -4.514 -0.702
C -2.359 -0.117 -4.249 0.137
N -2.071 0.376 -3.056 -0.295
H -4.565 -0.857 -1.438 0.273
H -5.231 -1.718 -3.513 0.432
H -3.714 -1.265 -5.500 0.413
H -1.652 0.106 -5.040 0.441
```

⟨S²⟩   2.01
Multiplicity   3
Net charge   +1
E_LUMO (alpha / beta)   -4.76 / -4.46 eV
HOMO energy (alpha / beta)   -0.4424 / -0.4711 hartree

---

Run two
C16H12MoN3O8S3 | ωB97M-V with the def2-TZVPD basis set

Geometry as XYZ:
```
43
Properties=species:S:1:pos:R:3:mulliken_charge:R:1
Mo -0.075 -0.126 1.802 0.639
O 0.972 -2.024 2.053 -0.604
S 2.316 -1.463 1.732 2.279
O 3.183 -2.286 0.965 -0.672
O 1.920 -0.167 1.076 -0.450
C 3.090 -1.074 3.278 -0.009
C 4.351 -1.613 3.453 -0.525
C 5.047 -1.410 4.641 -0.652
C 4.475 -0.670 5.653 -0.641
C 3.207 -0.120 5.485 -0.605
C 2.505 -0.310 4.310 -0.467
S 0.918 0.506 4.245 1.898
O 0.948 1.336 2.997 -0.455
O 0.720 1.188 5.467 -0.651
O -0.105 -0.535 3.891 -0.599
H 4.786 -2.199 2.656 0.566
H 6.032 -1.838 4.761 0.418
H 5.005 -0.508 6.581 0.419
H 2.756 0.468 6.271 0.582
O -3.362 2.130 1.295 -0.563
C -2.280 1.644 1.188 0.198
O -1.656 0.928 2.131 -0.532
C -1.421 1.790 -0.038 0.812
C -1.771 2.595 -1.098 -0.808
C -0.905 2.667 -2.179 -0.283
C 0.266 1.926 -2.153 -0.931
C 0.546 1.134 -1.055 -0.242
N -0.289 1.071 -0.012 0.177
H -2.701 3.144 -1.048 0.536
H -1.138 3.294 -3.028 0.448
H 0.970 1.960 -2.972 0.444
H 1.445 0.540 -0.989 0.628
S -1.719 -1.703 0.771 -0.310
C -0.765 -2.677 -0.252 0.236
N -1.245 -3.910 -0.575 -0.012
C -0.579 -4.766 -1.375 -0.062
C 0.631 -4.395 -1.875 -0.933
C 1.086 -3.118 -1.519 0.201
N 0.408 -2.283 -0.756 -0.048
H -2.131 -4.184 -0.166 0.278
H -1.054 -5.718 -1.566 0.421
H 1.205 -5.052 -2.509 0.422
H 2.048 -2.762 -1.872 0.451
```

⟨S²⟩   2.01
Multiplicity   3
Net charge   +1
E_LUMO (alpha / beta)   -4.03 / -4.35 eV
HOMO energy (alpha / beta)   -0.4470 / -0.4661 hartree

---

Unit: hartree. Relative energies: run one 0.0139; run two 0.0000.

---

Run one
C5H19N2O4 | ωB97M-V with the def2-TZVPD basis set

Geometry as XYZ:
```
30
Properties=species:S:1:pos:R:3:mulliken_charge:R:1
N 1.875 2.025 -0.093 -0.831
C 1.152 0.850 0.370 0.489
C 1.900 -0.481 0.029 -1.097
C 2.331 -0.589 -1.454 -0.760
O 1.275 -0.527 -2.344 -0.710
C -0.270 0.763 -0.162 -1.083
N -1.189 0.334 0.924 -0.301
C -2.558 0.563 0.464 -1.190
H 2.854 1.830 0.115 0.343
H 1.824 2.038 -1.109 0.345
H 1.131 0.816 1.460 0.351
H 1.383 -1.358 0.393 0.269
H 2.828 -0.291 0.551 0.566
H 2.937 -1.521 -1.499 0.276
H 3.059 0.213 -1.659 0.409
H -0.671 1.723 -0.509 0.400
H -0.362 0.098 -0.986 0.532
H -1.115 -0.645 1.117 0.244
H -2.675 1.632 0.512 0.451
H -3.327 0.161 1.130 0.342
H -2.812 0.228 -0.548 0.311
H -0.080 -2.833 -1.440 0.225
H 0.432 -1.278 -1.968 0.358
O -0.480 -1.961 -1.521 -0.936
H -0.693 -3.800 0.794 0.294
H -1.196 -2.660 -0.022 0.387
O -1.474 -3.246 0.693 -0.677
H -2.479 2.252 2.538 0.330
H -1.129 2.685 2.103 0.377
O -1.900 3.017 2.582 -0.713
```

Net charge   -1
E_LUMO   3.59 eV
HOMO energy   -0.1729 hartree

---

Run two
C5H19N2O4 | ωB97M-V with the def2-TZVPD basis set

Geometry as XYZ:
```
30
Properties=species:S:1:pos:R:3:mulliken_charge:R:1
C -0.366 0.603 1.455 -0.537
N 1.063 0.332 1.208 -0.342
C 1.974 1.483 0.946 -0.962
C 1.609 2.155 -0.400 -0.391
O 2.068 1.397 -1.511 -0.637
C -1.215 -0.641 1.148 -0.739
N -1.516 -0.562 -0.370 -0.327
C -2.192 -1.677 -0.997 -1.107
H -0.816 1.477 0.916 0.268
H -0.419 0.775 2.490 0.374
H 1.331 -0.312 0.436 0.199
H 2.895 1.095 0.961 0.474
H 1.815 2.194 1.712 0.392
H 0.630 2.421 -0.391 0.289
H 2.194 3.133 -0.568 0.333
H -2.163 -0.705 1.686 0.483
H -0.736 -1.618 1.416 0.361
H -0.556 -0.556 -0.763 0.427
H -2.796 -2.437 -0.628 0.403
H -1.294 -2.304 -1.508 0.185
H -2.817 -1.357 -1.755 0.384
H 1.334 -2.212 -0.423 0.389
H 2.010 -2.617 0.761 0.338
O 1.606 -3.105 0.049 -0.752
H 1.758 0.396 -1.425 0.373
H 1.090 -1.621 -2.001 0.134
O 1.251 -0.974 -1.331 -1.016
H -1.941 1.426 -0.744 0.445
H -3.291 1.606 -0.037 0.295
O -2.511 2.206 -0.331 -0.735
```

Net charge   -1
E_LUMO   3.47 eV
HOMO energy   -0.1717 hartree

---

Unit: hartree. Relative energies: run one 0.0000; run two 0.0555.